Record 1
ORCA calculation (the ωB97M-V functional and the def2-TZVPD basis) on C43H31N9O5Tl as an isolated structure.

```
89
Properties=species:S:1:pos:R:3:mulliken_charge:R:1
Tl 0.069 -0.076 -0.307 2.3809
C -0.859 -2.669 3.360 -0.4565
O -0.260 -3.812 2.788 -0.4770
C -0.200 -3.985 1.426 -0.3189
C 0.319 -5.205 1.024 -0.4559
C 0.449 -5.525 -0.321 -0.8183
C -0.001 -4.633 -1.283 -0.5178
C -0.544 -3.421 -0.881 0.5696
C -1.156 -2.445 -1.804 -0.6134
N -0.550 -1.973 -2.816 -0.1395
N -1.242 -1.054 -3.595 -0.6256
C -1.685 0.006 -3.000 0.1274
O -1.648 0.316 -1.738 0.1989
C -2.307 1.041 -3.898 0.4181
C -2.365 0.863 -5.279 -0.6058
C -2.947 1.828 -6.087 -0.6696
C -3.472 2.989 -5.530 -0.3906
C -3.408 3.177 -4.157 -0.9362
C -2.828 2.207 -3.347 -0.0436
C -0.574 -3.029 0.468 0.4780
O -0.901 -1.767 0.784 -0.4721
H -0.832 -2.845 4.436 0.3096
H -1.892 -2.537 3.030 0.2313
H -0.308 -1.756 3.132 0.0810
H 0.658 -5.883 1.798 0.4123
H 0.887 -6.473 -0.608 0.3466
H 0.048 -4.865 -2.339 0.4946
H -2.158 -2.101 -1.545 0.2530
H -1.941 -0.041 -5.695 0.4822
H -2.984 1.678 -7.160 0.3796
H -3.922 3.743 -6.165 0.3749
H -3.807 4.083 -3.715 0.3986
H -2.759 2.345 -2.276 0.3046
O -2.722 1.231 7.112 -0.6400
N -3.120 1.337 5.971 1.0408
O -4.278 1.547 5.665 -0.6406
C -2.142 1.113 4.868 -0.5625
C -0.854 1.078 5.238 -0.8230
C 0.188 0.962 4.268 1.8053
C 1.548 0.942 4.621 -0.8543
C 2.494 0.901 3.636 -1.2728
C 2.067 0.877 2.297 -0.0978
N 0.796 0.858 1.956 0.5651
C -0.141 0.897 2.915 -1.5520
C -1.542 0.847 2.523 -0.2725
N -1.801 0.653 1.217 1.0151
C -3.042 0.560 0.800 -0.7593
C -4.122 0.664 1.685 -1.3646
C -3.887 0.862 3.016 -0.5572
C -2.559 0.967 3.486 1.2419
H -0.608 1.169 6.287 0.5728
H 1.826 0.954 5.669 0.4534
H 3.550 0.871 3.862 0.4804
H 2.781 0.856 1.484 0.4079
H -3.162 0.382 -0.263 0.4789
H -5.133 0.570 1.313 0.4911
H -4.709 0.931 3.708 0.5790
C 3.392 -0.286 -3.276 -1.2810
C 3.784 0.980 -3.443 -0.4694
C 3.154 2.041 -2.685 -1.4483
C 1.996 1.732 -2.028 0.7711
N 1.494 0.484 -1.946 -0.2023
C 2.440 -0.616 -2.156 0.5097
C 1.145 2.822 -1.463 0.9170
C 1.331 4.174 -1.774 -1.1776
C 0.486 5.117 -1.236 -0.5544
C -0.556 4.708 -0.407 -1.2283
C -0.681 3.359 -0.158 -0.5184
N 0.154 2.446 -0.660 0.6979
H 3.773 -1.088 -3.897 0.5032
H 4.521 1.238 -4.197 0.4200
H 3.511 3.055 -2.761 0.3970
H 1.858 -1.511 -2.391 -0.0996
H 2.116 4.465 -2.454 0.3891
H 0.622 6.166 -1.473 0.4043
H -1.257 5.412 0.020 0.4896
H -1.485 2.984 0.464 0.5751
N 3.676 -4.513 3.196 -0.8114
C 3.543 -3.787 2.304 -0.0913
C 3.402 -2.894 1.210 -0.1745
C 4.307 -2.908 0.067 -1.0422
C 4.186 -2.003 -0.904 -1.2265
C 3.171 -0.893 -0.824 0.6534
N 2.141 -1.122 0.190 0.4341
C 2.324 -2.034 1.126 0.5356
H 5.059 -3.688 0.007 0.4317
H 4.843 -2.018 -1.766 0.4655
H 3.684 0.068 -0.608 0.0809
H 1.554 -2.095 1.891 0.2144
```

Its energy relative to the best compared isomer or geometry (same formula, charge and spin) is 76.3 kJ/mol. The value obtained for the HOMO energy is -3.72 eV. The orbital gap is 4.2 eV. Its net charge is -1. As for the total energy: -73432.7672 eV.

---

Record 2
ORCA calculation (the ωB97M-V functional and the def2-TZVPD basis) on C43H33AsF5O10RuSSe as an isolated structure.

```
95
Properties=species:S:1:pos:R:3:lowdin_spin:R:1
Ru 1.724 -0.749 -0.481 2.9520
O 4.298 1.980 0.923 0.0066
As 4.933 0.440 0.343 0.0099
O 6.347 0.576 -0.433 -0.0045
O 3.659 -0.145 -0.561 0.1151
C 5.307 -0.644 1.908 0.0036
C 6.619 -0.914 2.258 0.0004
C 6.908 -1.451 3.490 0.0005
C 5.984 -1.725 4.448 0.0000
C 4.640 -1.503 4.083 0.0007
C 4.292 -0.956 2.828 0.0021
S 2.545 -0.820 2.644 0.0134
O 1.941 -1.413 3.804 0.0115
O 2.143 -1.558 1.429 0.1203
O 2.374 0.613 2.391 0.0006
H 3.336 1.784 1.094 -0.0002
H 7.386 -0.769 1.471 0.0001
H 7.913 -1.546 3.776 0.0000
H 6.384 -2.148 5.350 0.0000
H 3.887 -1.894 4.698 0.0002
C -4.568 1.162 -0.869 0.0001
C -3.413 1.821 -0.195 0.0005
C -3.758 3.102 0.522 0.0001
O -2.393 2.223 -1.099 0.0013
C -1.259 1.325 -1.037 0.0056
C -1.393 0.655 0.338 0.0036
O -2.788 0.916 0.676 0.0014
C -1.100 -0.903 0.296 0.0130
O -0.125 -1.398 -0.464 0.1236
C -2.488 -1.579 -0.261 -0.0045
C -2.542 -1.915 -1.591 0.0008
C -3.738 -2.379 -2.194 0.0002
C -4.883 -2.631 -1.406 0.0001
C -4.846 -2.320 -0.075 -0.0002
C -3.696 -1.783 0.477 -0.0009
C -1.058 -1.471 1.762 0.0085
C -0.860 -2.857 1.902 0.0000
C -1.173 -3.391 3.134 0.0002
C -1.470 -2.586 4.244 -0.0004
C -1.466 -1.196 4.135 0.0006
C -1.211 -0.678 2.875 0.0011
C 0.137 1.984 -1.009 0.0312
O 1.035 1.069 -0.529 0.2877
C 0.606 2.432 -2.343 0.0056
C 1.672 3.304 -2.399 0.0005
C 2.289 3.728 -3.544 0.0003
C 1.732 3.444 -4.724 0.0000
C 0.651 2.572 -4.769 0.0006
C 0.106 2.085 -3.601 0.0003
C 0.100 3.206 -0.061 0.0087
C 0.859 3.262 1.146 0.0005
C 0.874 4.403 1.911 0.0002
C 0.156 5.520 1.518 -0.0004
C -0.594 5.500 0.376 0.0006
C -0.654 4.333 -0.370 0.0010
H -5.152 1.919 -1.508 0.0000
H -5.267 0.650 -0.134 0.0000
H -4.317 0.219 -1.409 0.0000
H -3.712 3.974 -0.101 0.0000
H -2.943 3.337 1.281 0.0000
H -4.801 3.048 0.967 0.0000
H -1.429 0.580 -1.826 0.0000
H -0.740 1.193 1.056 -0.0001
H -1.668 -1.602 -2.216 0.0003
H -3.719 -2.619 -3.241 0.0000
H -5.852 -2.856 -1.907 0.0000
H -5.692 -2.402 0.596 0.0000
H -3.711 -1.380 1.471 0.0000
H -0.688 -3.462 1.077 0.0000
H -1.186 -4.496 3.244 0.0001
H -1.699 -3.051 5.247 0.0000
H -1.528 -0.642 5.038 0.0001
H -1.229 0.429 2.737 0.0001
H 2.298 3.618 -1.512 0.0000
H 3.178 4.338 -3.428 0.0000
H 2.284 3.716 -5.671 0.0000
H 0.172 2.327 -5.677 0.0001
H -0.797 1.427 -3.598 0.0001
H 1.417 2.403 1.393 0.0000
H 1.429 4.402 2.793 0.0000
H 0.033 6.313 2.205 0.0000
H -1.327 6.302 0.089 0.0001
H -1.311 4.316 -1.241 0.0000
F -2.557 -5.662 -3.235 0.0028
C -1.462 -4.999 -3.002 0.0082
C -1.030 -4.083 -3.989 -0.0015
F -1.702 -3.902 -5.152 -0.0009
C -0.008 -3.276 -3.773 0.0076
F 0.327 -2.352 -4.676 0.0042
C 0.772 -3.403 -2.643 0.0245
Se 2.312 -2.277 -2.393 0.2163
C 0.458 -4.355 -1.681 0.0123
F 1.185 -4.543 -0.633 0.0037
C -0.687 -5.156 -1.890 -0.0009
F -1.009 -6.107 -0.892 -0.0006
```

Its energy relative to the best compared isomer or geometry (same formula, charge and spin) is 0.0 kJ/mol. The value obtained for the HOMO energy (spin up / spin down) is -6.32 / -6.56 eV. The orbital gap (spin up / spin down) is 7.4 / 6.8 eV. Its net charge is -1. As for the total energy: -218789.0952 eV. Its multiplicity is 5.

---

- Among the records above, which one has the lowest energy relative to the best compared isomer or geometry (same formula, charge and spin)?
  C43H33AsF5O10RuSSe

---

- What is the energy relative to the best compared isomer or geometry (same formula, charge and spin) in the first record?
  76.3 kJ/mol

---

- The highest energy relative to the best compared isomer or geometry (same formula, charge and spin) belongs to which entry?
  C43H31N9O5Tl

---

- What is the formula in the first record?
  C43H31N9O5Tl